ORCA calculation (ωB97M-V/def2-TZVPD) on a cluster of 2 separate species, C15H19N3O6 in total.

Calculated values
**Multiplicity**: 1
**E_tot**: -1198.705990 Eh
**Total charge**: 0
**Strongest force on any atom**: 0.122 hartree/bohr
**Kohn-Sham gap**: 8.01 eV
**E_HOMO**: -7.725 eV
**Relative energy (zero: lowest compared OMol25 entry of this formula, charge and spin)**: 2.037 eV

```
43
C15H19N3O6 | the OMol25 dataset | ωB97M-V/def2-TZVPD
N 4.650 2.429 0.017
C 3.486 1.608 -0.383
C 3.997 0.184 -0.384
C 2.949 -0.870 -0.540
C 2.757 -1.522 -1.722
N 1.587 -2.282 -1.629
C 1.074 -2.160 -0.331
C -0.071 -2.667 0.259
C -0.091 -2.616 1.646
C 0.786 -1.836 2.377
C 1.822 -1.148 1.791
C 1.983 -1.331 0.398
C 2.363 1.867 0.559
O 2.679 2.134 1.639
O 1.182 2.070 0.012
H 4.518 2.581 0.905
H 4.654 3.283 -0.442
H 3.029 1.830 -1.411
H 4.819 0.065 -1.070
H 4.453 0.030 0.659
H 3.346 -1.470 -2.575
H 1.066 -2.674 -2.407
H -0.788 -3.262 -0.328
H -0.809 -3.188 2.171
H 0.654 -1.787 3.403
H 2.514 -0.485 2.371
H 0.581 2.285 0.703
N -4.650 2.482 -0.382
C -4.028 1.133 -0.423
C -2.549 1.242 -0.849
C -2.063 -0.008 -1.567
O -2.769 -1.049 -1.625
O -0.848 -0.081 -1.981
C -4.077 0.261 0.840
O -3.308 0.398 1.777
O -5.061 -0.678 0.785
H -4.124 3.100 0.228
H -5.585 2.396 0.019
H -4.536 0.550 -1.136
H -2.403 2.114 -1.474
H -1.957 1.339 -0.029
H -0.541 0.853 -2.122
H -5.046 -1.130 1.623
```

These are the Mulliken partial charges, in e, on atoms 1 to 6: -0.731 0.637 -1.346 1.155 -0.996 -0.010

=====

ORCA calculation (ωB97M-V/def2-TZVPD) on a structure of composition C15H20AuBF4O.

Calculated values
**Multiplicity**: 3
**E_tot**: -1218.826506 Eh
**Total charge**: -2
**Strongest force on any atom**: 0.037 hartree/bohr
**Kohn-Sham gap (alpha / beta)**: 5.49 / 5.41 eV
**E_HOMO (alpha / beta)**: -0.242 / -0.264 eV
**Relative energy (zero: lowest compared OMol25 entry of this formula, charge and spin)**: 0.000 eV
**⟨S²⟩**: 2.011

```
42
C15H20AuBF4O | the OMol25 dataset | ωB97M-V/def2-TZVPD
Au -0.886 -0.055 0.337
C -2.890 1.319 1.319
C -1.904 0.991 2.297
C -0.645 1.557 1.884
H -2.075 0.490 3.239
C -0.869 2.212 0.600
C -2.267 2.062 0.276
H -2.760 2.485 -0.598
H -3.943 1.065 1.390
H 0.268 1.589 2.470
H -0.139 2.800 0.054
C -1.863 -1.997 -0.405
C -2.434 -0.990 -1.260
C -1.385 -0.418 -2.046
H -3.489 -0.743 -1.326
C -0.160 -1.069 -1.697
C -0.448 -2.064 -0.694
H 0.256 -2.788 -0.296
H -2.406 -2.609 0.304
H -1.499 0.336 -2.821
H 0.805 -0.907 -2.174
O 1.457 0.434 0.609
C 3.315 0.744 -1.446
C 3.683 0.281 -0.104
C 2.695 2.058 -1.635
C 3.557 -0.149 -2.589
C 2.487 -0.452 0.622
H 3.974 1.142 0.519
H 4.525 -0.420 -0.165
H 2.264 -1.419 0.111
H 2.770 -0.652 1.675
H 3.436 2.877 -1.646
H 1.987 2.277 -0.822
H 2.152 2.101 -2.590
H 4.596 -0.100 -2.957
H 2.904 0.105 -3.436
H 3.370 -1.198 -2.308
F -2.401 -1.824 2.576
B -3.705 -2.184 3.073
F -3.548 -2.978 4.237
F -4.412 -0.981 3.371
F -4.371 -2.928 2.051
```

These are the Mulliken partial charges, in e, on atoms 1 to 6: 0.963 -0.201 -0.559 -0.621 0.399 -0.578

=====

ORCA calculation (ωB97M-V/def2-TZVPD) on a cluster of 3 separate species, C15H20BF17N2O4P in total.

Calculated values
**Multiplicity**: 1
**E_tot**: -3058.019841 Eh
**Total charge**: -1
**Strongest force on any atom**: 0.048 hartree/bohr
**Kohn-Sham gap**: 6.14 eV
**E_HOMO**: -4.492 eV

```
60
C15H20BF17N2O4P | the OMol25 dataset | ωB97M-V/def2-TZVPD
C -4.655 -1.604 -4.014
C -4.154 -2.379 -3.228
B -3.387 -3.165 -2.031
N -3.242 -2.219 -0.806
C -1.992 -3.910 -2.466
C -1.155 -3.172 -3.584
C -1.019 -3.956 -4.948
F -1.088 -5.368 -4.827
P -4.596 -4.611 -1.496
N -4.907 -5.511 -2.791
O -6.067 -4.030 -0.908
O -3.761 -5.560 -0.368
H -5.325 -0.877 -4.516
H -3.175 -1.271 -1.211
H -4.182 -2.217 -0.380
H -2.238 -4.982 -2.695
H -1.335 -3.942 -1.535
H -1.503 -2.136 -3.833
H -0.098 -3.057 -3.188
H 0.017 -3.726 -5.350
H -1.733 -3.609 -5.745
H -4.553 -6.465 -2.651
H -6.765 -4.496 -1.411
H -3.318 -6.273 -0.867
C 1.328 0.558 1.894
C 1.629 -0.212 3.195
C 2.602 -1.387 3.075
F 2.174 -2.340 2.232
F 2.761 -1.985 4.288
F 0.463 -0.603 3.755
F 2.181 0.688 4.068
O 0.141 0.199 1.186
C 0.204 -0.905 0.318
C -0.666 -2.074 0.786
F -0.340 -2.470 2.044
F -0.495 -3.146 -0.020
F 1.497 -1.248 0.121
F -0.251 -0.466 -0.874
H 1.151 1.591 2.191
H 2.196 0.607 1.232
H 3.587 -1.044 2.745
H -1.723 -1.802 0.780
C 2.315 5.430 2.964
C 2.579 4.266 1.989
C 4.048 3.969 1.684
F 4.688 5.013 1.125
F 4.139 2.941 0.802
F 1.876 4.475 0.854
F 2.047 3.144 2.560
O 2.012 6.706 2.397
C 3.083 7.513 1.996
C 3.125 7.726 0.480
F 3.173 6.555 -0.186
F 4.232 8.426 0.132
F 4.234 7.018 2.491
F 2.898 8.707 2.602
H 1.405 5.163 3.506
H 3.084 5.504 3.735
H 4.582 3.675 2.592
H 2.243 8.273 0.142
```

These are the Mulliken partial charges, in e, on atoms 1 to 6: -0.025 -0.886 0.899 -0.754 -0.374 -0.434

=====

ORCA calculation (ωB97M-V/def2-TZVPD) on a structure of composition C15H20Br4F3NO5P.

Calculated values
**Multiplicity**: 1
**E_tot**: -11950.800188 Eh
**Total charge**: +1
**Strongest force on any atom**: 0.177 hartree/bohr
**Kohn-Sham gap**: 6.12 eV
**E_HOMO**: -11.857 eV

```
49
C15H20Br4F3NO5P | the OMol25 dataset | ωB97M-V/def2-TZVPD
C 1.006 -1.304 4.323
O -0.071 -0.573 3.610
C -1.022 0.039 4.555
C -2.477 -0.755 4.646
C -2.926 -1.433 3.191
C -3.421 -0.165 2.238
C -3.589 -0.722 0.703
C -2.422 -0.102 -0.294
C -2.218 1.536 -0.514
C -1.047 2.062 -1.578
C -0.879 3.678 -1.828
O -1.054 4.482 -0.754
O -0.528 4.327 -3.101
C -0.101 0.916 -2.344
P 1.236 1.539 -3.559
O 0.855 0.759 -5.108
Br 3.337 0.899 -2.950
C -0.427 -0.648 -1.976
C 0.465 -1.877 -2.643
O 1.809 -1.973 -2.052
C 1.769 -2.145 -0.591
F 1.904 -0.844 0.166
F 3.019 -2.915 -0.235
F 0.638 -2.977 -0.095
N -1.544 -1.104 -1.018
H 0.686 -2.432 4.481
H 1.324 -0.800 5.341
H 1.967 -1.255 3.627
H -1.239 1.145 4.167
H -0.625 0.131 5.655
H -2.417 -1.634 5.421
H -3.362 -0.009 4.930
H -2.033 -2.035 2.684
H -3.862 -2.163 3.306
H -4.466 0.264 2.601
H -2.564 0.654 2.299
H -3.481 -1.889 0.725
H -4.647 -0.464 0.260
H -2.924 2.278 0.093
H 0.472 4.474 -3.041
H -0.043 0.307 -5.044
H -0.125 -2.914 -2.605
H 0.528 -1.616 -3.806
H -1.716 -2.139 -0.850
C 7.130 1.889 -4.653
Br 7.411 3.441 -3.514
Br 8.359 1.866 -6.161
Br 7.195 0.228 -3.642
H 6.120 1.973 -5.065
```

These are the Mulliken partial charges, in e, on atoms 1 to 6: -0.629 -0.195 -0.543 -0.584 -0.558 -0.330

=====

Q: Among the records above, which one has the lowest strongest force on any atom?
A: C15H20AuBF4O

=====

Q: Which value of E_tot does entry 4 give?
A: -11950.800188 Eh

=====

Please write out number 3 again, unchanged.
ORCA calculation (ωB97M-V/def2-TZVPD) on a cluster of 3 separate species, C15H20BF17N2O4P in total.

Calculated values
**Multiplicity**: 1
**E_tot**: -3058.019841 Eh
**Total charge**: -1
**Strongest force on any atom**: 0.048 hartree/bohr
**Kohn-Sham gap**: 6.14 eV
**E_HOMO**: -4.492 eV

```
60
C15H20BF17N2O4P | the OMol25 dataset | ωB97M-V/def2-TZVPD
C -4.655 -1.604 -4.014
C -4.154 -2.379 -3.228
B -3.387 -3.165 -2.031
N -3.242 -2.219 -0.806
C -1.992 -3.910 -2.466
C -1.155 -3.172 -3.584
C -1.019 -3.956 -4.948
F -1.088 -5.368 -4.827
P -4.596 -4.611 -1.496
N -4.907 -5.511 -2.791
O -6.067 -4.030 -0.908
O -3.761 -5.560 -0.368
H -5.325 -0.877 -4.516
H -3.175 -1.271 -1.211
H -4.182 -2.217 -0.380
H -2.238 -4.982 -2.695
H -1.335 -3.942 -1.535
H -1.503 -2.136 -3.833
H -0.098 -3.057 -3.188
H 0.017 -3.726 -5.350
H -1.733 -3.609 -5.745
H -4.553 -6.465 -2.651
H -6.765 -4.496 -1.411
H -3.318 -6.273 -0.867
C 1.328 0.558 1.894
C 1.629 -0.212 3.195
C 2.602 -1.387 3.075
F 2.174 -2.340 2.232
F 2.761 -1.985 4.288
F 0.463 -0.603 3.755
F 2.181 0.688 4.068
O 0.141 0.199 1.186
C 0.204 -0.905 0.318
C -0.666 -2.074 0.786
F -0.340 -2.470 2.044
F -0.495 -3.146 -0.020
F 1.497 -1.248 0.121
F -0.251 -0.466 -0.874
H 1.151 1.591 2.191
H 2.196 0.607 1.232
H 3.587 -1.044 2.745
H -1.723 -1.802 0.780
C 2.315 5.430 2.964
C 2.579 4.266 1.989
C 4.048 3.969 1.684
F 4.688 5.013 1.125
F 4.139 2.941 0.802
F 1.876 4.475 0.854
F 2.047 3.144 2.560
O 2.012 6.706 2.397
C 3.083 7.513 1.996
C 3.125 7.726 0.480
F 3.173 6.555 -0.186
F 4.232 8.426 0.132
F 4.234 7.018 2.491
F 2.898 8.707 2.602
H 1.405 5.163 3.506
H 3.084 5.504 3.735
H 4.582 3.675 2.592
H 2.243 8.273 0.142
```

These are the Mulliken partial charges, in e, on atoms 1 to 6: -0.025 -0.886 0.899 -0.754 -0.374 -0.434

=====

Q: The lowest E_tot belongs to which entry?
A: C15H20Br4F3NO5P